A 7-piece molecular cluster, C45H68BF19I3N4O16 overall in a non-equilibrium geometry, computed with ωB97M-V with the def2-TZVPD basis set.

Each line ends with the Mulliken charge.
Positions of all 156 atoms, in Å:
C: -3.6197 -0.5667 6.3812  -0.984
C: -3.5004 0.6184 5.3068  -0.596
C: -3.1771 0.0659 3.8175  -0.097
C: -1.6625 -0.5063 3.8441  -1.078
C: -1.1493 -1.0784 2.4416  0.961
C: -2.0225 -2.3894 2.2426  -0.425
C: -3.3576 -2.2104 1.3799  -1.052
O: -2.9110 -2.1424 -0.0249  -0.113
C: -3.5355 -3.1384 -0.8097  0.296
O: -4.7412 -3.4129 -0.8015  -0.578
C: -2.5605 -3.9201 -1.8302  0.068
C: -3.2770 -4.3288 -3.1988  -0.745
N: -1.0613 -0.1230 1.2717  0.097
C: -0.1856 0.9247 1.8261  -1.374
N: -0.3539 2.2531 1.7183  0.725
B: -1.5134 2.8446 0.8998  0.116
N: -2.6154 3.6395 1.5064  -0.569
O: -1.4588 2.6306 -0.5230  -0.176
C: 0.5387 3.2524 2.3490  -0.350
F: 1.7122 3.5398 1.5537  -0.359
C: 0.8350 3.0486 3.8963  0.568
C: 2.2557 3.6354 4.3861  -1.151
N: 0.9020 0.2169 2.5257  1.999
C: 2.2843 0.5273 2.0940  -0.339
C: 3.4691 -0.3894 2.6241  -0.176
C: 4.7670 -0.0019 1.7349  -0.696
O: 4.6636 -0.4367 0.3659  -0.455
C: 0.4662 -1.2340 2.6049  -1.369
I: 1.0147 -2.0225 0.6494  0.280
C: 0.8920 -1.8852 3.9684  -0.872
I: 1.4669 -0.5098 5.6041  -0.022
C: 0.9976 -3.2455 4.3098  0.124
C: 0.6824 -4.3704 3.2461  -0.660
I: 1.6074 -3.8966 6.3177  0.118
H: -4.2144 -1.4635 6.0067  0.262
H: -2.5536 -0.9043 6.6114  0.232
H: -4.0468 -0.2039 7.3818  0.369
H: -4.5355 1.1101 5.2651  0.379
H: -2.7360 1.3955 5.6323  0.248
H: -3.9222 -0.7934 3.6672  0.124
H: -3.3259 0.8771 3.0262  0.070
H: -1.0394 0.3324 4.2881  0.117
H: -1.6803 -1.3334 4.6386  0.653
H: -2.3550 -2.8296 3.2502  0.631
H: -1.4680 -3.2524 1.7266  0.155
H: -3.9213 -1.2455 1.5579  0.303
H: -4.0033 -3.1255 1.5818  0.390
H: -1.7472 -3.1498 -2.0894  -0.025
H: -2.0859 -4.7745 -1.2574  0.338
H: -4.3704 -4.0376 -3.2332  0.344
H: -3.0921 -5.4428 -3.3518  0.145
H: -2.7642 -3.7386 -4.0391  0.132
H: -2.0612 0.1180 1.1840  0.773
H: -2.7186 3.4055 2.5040  0.226
H: -2.3761 4.6322 1.3791  0.283
H: -1.8993 1.7870 -0.7541  0.228
H: -0.0195 4.2574 2.3062  0.343
H: 0.0473 3.6476 4.4812  0.609
H: 0.7572 1.9883 4.2823  -0.600
H: 2.7247 4.3678 3.6602  0.281
H: 2.9777 2.8053 4.7115  0.282
H: 2.0609 4.2357 5.3463  0.339
H: 2.5430 1.5620 2.5299  0.111
H: 2.4210 0.6628 0.9607  0.026
H: 3.7833 -0.1665 3.7054  0.282
H: 3.2813 -1.5071 2.5825  0.185
H: 5.6903 -0.4263 2.2634  0.322
H: 4.8554 1.1390 1.8267  0.269
H: 5.2546 -1.2114 0.2932  0.309
H: 1.3060 -4.3467 2.3024  0.183
H: -0.4410 -4.4937 3.0511  0.160
H: 0.9683 -5.3634 3.7552  0.413
C: 10.1913 1.8565 -1.1048  -1.087
C: 9.7422 2.5812 0.1483  -0.228
O: 9.1232 1.6677 1.0692  -0.289
C: 9.9612 0.9550 1.8441  0.325
O: 11.1574 1.0370 1.8038  -0.498
C: 9.1735 0.0685 2.8047  0.909
F: 8.1490 -0.5682 2.1985  -0.251
F: 8.6350 0.7799 3.8150  -0.258
F: 9.9286 -0.8830 3.3705  -0.247
H: 9.3564 1.3131 -1.5538  0.285
H: 10.5882 2.5623 -1.8368  0.377
H: 10.9659 1.1208 -0.8782  0.317
H: 8.9868 3.3263 -0.1085  0.322
H: 10.5691 3.1128 0.6252  0.319
C: -5.7142 -9.3441 -5.3762  -1.090
C: -5.2453 -8.8560 -6.7323  -0.208
O: -4.0847 -8.0201 -6.5976  -0.322
C: -2.9079 -8.6610 -6.4792  0.368
O: -2.7829 -9.8549 -6.4758  -0.505
C: -1.7613 -7.6573 -6.3964  0.823
F: -2.0301 -6.6344 -5.5601  -0.179
F: -1.4901 -7.1082 -7.5958  -0.249
F: -0.6176 -8.2099 -5.9638  -0.259
H: -5.8833 -8.5006 -4.7023  0.285
H: -6.6414 -9.9125 -5.4706  0.373
H: -4.9632 -9.9827 -4.9061  0.313
H: -6.0221 -8.2411 -7.1906  0.318
H: -5.0486 -9.6868 -7.4142  0.330
C: 2.0472 0.8259 -2.7606  -1.289
C: 0.6474 1.1962 -3.2094  0.278
O: 0.3250 0.5533 -4.4526  -0.372
C: -0.0967 -0.7205 -4.3646  0.391
O: -0.2090 -1.3271 -3.3329  -0.487
C: -0.4514 -1.2627 -5.7463  0.846
F: 0.4717 -0.9490 -6.6726  -0.250
F: -1.6233 -0.7670 -6.1879  -0.260
F: -0.5689 -2.5991 -5.7610  -0.240
H: 2.7732 1.0490 -3.5456  0.386
H: 2.3215 1.3771 -1.8585  0.362
H: 2.1237 -0.2431 -2.5497  0.277
H: 0.5916 2.2715 -3.3898  0.213
H: -0.0970 0.9592 -2.4451  0.144
C: 4.0747 -9.5025 8.5540  -1.078
C: 2.9575 -9.8543 9.5159  -0.202
O: 2.2874 -8.6677 9.9716  -0.316
C: 1.3503 -8.1674 9.1481  0.373
O: 1.0572 -8.6424 8.0843  -0.510
C: 0.6873 -6.9450 9.7767  0.883
F: 1.5794 -6.1015 10.3315  -0.246
F: -0.1696 -7.2890 10.7560  -0.263
F: -0.0163 -6.2228 8.8887  -0.234
H: 4.7610 -8.7844 9.0093  0.299
H: 4.6347 -10.3956 8.2705  0.369
H: 3.6820 -9.0378 7.6469  0.300
H: 3.3735 -10.3381 10.4014  0.316
H: 2.2472 -10.5548 9.0704  0.313
C: -2.4767 5.2874 -2.5437  -0.762
C: -1.7839 4.6736 -3.7439  -0.139
O: -2.0363 5.4470 -4.9255  -0.362
C: -1.2578 6.5314 -5.0952  0.275
O: -0.3966 6.8735 -4.3313  -0.520
C: -1.5958 7.2296 -6.4094  0.966
F: -2.9229 7.3482 -6.6054  -0.250
F: -1.1157 6.5567 -7.4718  -0.268
F: -1.0897 8.4707 -6.4825  -0.231
H: -3.5443 5.4135 -2.7393  0.349
H: -2.3511 4.6562 -1.6623  -0.075
H: -2.0744 6.2782 -2.3204  0.355
H: -2.1867 3.6760 -3.9306  0.417
H: -0.7100 4.5605 -3.5753  0.252
C: -2.3622 11.1649 -8.0382  -1.131
C: -3.4858 10.8303 -7.0770  -0.046
O: -4.1609 12.0254 -6.6542  -0.347
C: -5.0933 12.5047 -7.4976  0.348
O: -5.3763 12.0036 -8.5512  -0.496
C: -5.7637 13.7404 -6.9035  0.855
F: -4.8762 14.5967 -6.3626  -0.242
F: -6.6286 13.4142 -5.9226  -0.250
F: -6.4603 14.4378 -7.8131  -0.238
H: -1.6818 11.8953 -7.5938  0.307
H: -1.7968 10.2684 -8.2983  0.336
H: -2.7495 11.6086 -8.9578  0.359
H: -3.0743 10.3671 -6.1783  0.209
H: -4.1906 10.1175 -7.5120  0.327

Atoms 1-6, force components in eV/Å:
1.1 0.4 0.1
-1.3 -0.3 -0.4
0.4 -0.6 1.4
-1.6 1.0 0.2
1.7 -1.4 2.2
-0.5 -0.9 -0.7

For the gap between HOMO and LUMO, the calculation gives 7.79 eV. Its net charge is +1. For the HOMO energy, the calculation gives -11.39 eV. Its lowest unoccupied orbital energy is -3.603 eV.